78
Properties=species:S:1:pos:R:3:mulliken_charge:R:1 method="wB97M-V/def2-TZVPD" e_lumo_ev=-3.23 homo_lumo_gap_ev=8.277 homo_energy_ev=-11.506 total_charge=+1 molar_mass_g_mol=414.55 e_above_lowest_kj_mol=0.00
C 0.2316 -0.8156 0.2894 -0.312
O -0.8645 -0.4651 1.1619 -0.413
C -1.9935 -0.0204 0.5421 -0.486
N -2.8955 -1.2332 0.2940 -0.063
H 0.1002 -1.8350 -0.1067 0.097
H 0.2931 -0.1042 -0.5459 0.251
H 1.1530 -0.7501 0.8644 0.269
H -1.8112 0.4568 -0.4290 0.449
H -2.5186 0.6651 1.2136 0.419
H -3.7641 -0.9958 -0.1891 0.399
H -3.0994 -1.6776 1.1890 0.415
H -2.3739 -1.9332 -0.2745 0.041
C -1.2291 3.9695 1.7400 -0.200
O -0.6056 2.8922 2.4547 -0.483
H -0.9989 4.8959 2.2553 0.175
H -0.8402 4.0324 0.7197 0.265
H -2.3122 3.8339 1.7070 0.154
H -0.8233 2.0856 1.9882 0.080
C 3.8883 0.3795 -0.6526 -0.707
O 3.2509 -0.8171 -0.2014 -0.387
H 4.0143 1.0179 0.2178 0.256
H 4.8695 0.1701 -1.0805 0.295
H 3.2793 0.9047 -1.3927 0.288
H 3.1478 -1.4061 -0.9540 0.229
C -4.1353 2.6266 -0.8539 -0.467
O -4.5975 2.5816 0.4978 -0.500
H -4.4845 3.5702 -1.2633 0.341
H -3.0413 2.6163 -0.9070 0.143
H -4.5424 1.8085 -1.4511 0.245
H -4.3305 1.7585 0.9037 0.261
C -3.6952 6.3719 2.0238 -0.453
O -3.4004 6.8269 0.7012 -0.528
H -4.0333 5.3422 1.9401 0.091
H -2.8012 6.4100 2.6509 0.261
H -4.4800 6.9662 2.4952 0.317
H -3.1348 7.7483 0.7593 0.302
C -1.2214 -4.1769 -0.4886 -0.630
O -1.2825 -3.0851 -1.4278 -0.604
H -1.1833 -3.7424 0.5084 0.316
H -2.1096 -4.8041 -0.5734 0.288
H -0.3231 -4.7752 -0.6279 0.280
H -1.2981 -3.4498 -2.3158 0.290
C 3.4298 -4.1571 -0.0819 -0.346
O 2.2808 -3.7742 0.6818 -0.508
H 3.2980 -5.1931 -0.3828 0.133
H 3.5377 -3.5540 -0.9838 0.129
H 4.3364 -4.0753 0.5209 0.312
H 2.4274 -2.8660 0.9612 0.300
C 4.4781 -6.0572 -3.4566 -0.534
O 3.8905 -4.7616 -3.3222 -0.481
H 5.4132 -6.0501 -2.9032 0.162
H 3.8298 -6.8307 -3.0360 0.233
H 4.6884 -6.2921 -4.5019 0.348
H 3.0668 -4.7574 -3.8122 0.267
C -0.4611 3.7539 6.1133 -0.578
O -0.5068 4.6912 5.0498 -0.456
H -0.7835 4.2741 7.0126 0.231
H -1.1344 2.9089 5.9390 0.240
H 0.5509 3.3732 6.2769 0.265
H -0.2234 4.2396 4.2499 0.274
C 0.6957 7.3097 0.0615 -0.594
O -0.1268 7.0051 1.1803 -0.417
H 1.6697 7.5954 0.4516 0.229
H 0.8237 6.4443 -0.5961 0.255
H 0.2967 8.1429 -0.5222 0.262
H -0.9997 6.7680 0.8476 0.260
C 5.5745 -8.1501 -0.4557 -0.389
O 6.6315 -7.9769 -1.3902 -0.511
H 5.2175 -7.1585 -0.1844 0.040
H 4.7452 -8.7152 -0.8912 0.262
H 5.9122 -8.6564 0.4517 0.326
H 6.9541 -8.8469 -1.6334 0.294
C -4.0635 -0.3241 -4.4991 -0.616
O -3.6677 -0.1400 -3.1310 -0.386
H -4.5006 0.6159 -4.8229 0.220
H -3.2042 -0.5513 -5.1312 0.267
H -4.8108 -1.1129 -4.5943 0.302
H -3.2700 -0.9652 -2.8481 0.219


12
Properties=species:S:1:pos:R:3:mulliken_charge:R:1 method="wB97M-V/def2-TZVPD" e_lumo_ev=-0.13 homo_lumo_gap_ev=8.492 homo_energy_ev=-8.620 molar_mass_g_mol=119.14 e_above_lowest_kj_mol=221.32
O 1.7824 -0.3575 -0.7563 -0.566
C 0.9826 -1.1843 -0.3273 0.244
C -0.0637 -0.7796 0.7052 -0.695
C -1.0592 0.1885 0.0816 0.212
S -2.5946 -0.2323 -0.4114 -0.371
N -0.6338 1.4197 -0.1706 -0.079
O 0.6822 1.7950 0.0439 -0.437
H 1.0345 -2.2208 -0.6503 0.379
H 0.4814 -0.2508 1.4679 0.298
H -0.5470 -1.6522 1.1484 0.333
H -1.2290 2.1238 -0.6316 0.227
H 1.1643 1.1505 -0.4994 0.454


44
Properties=species:S:1:pos:R:3:mulliken_charge:R:1 method="wB97M-V/def2-TZVPD" e_lumo_ev=0.45 homo_lumo_gap_ev=8.653 homo_energy_ev=-8.200 molar_mass_g_mol=332.36 e_above_lowest_kj_mol=23.78
N 4.4479 -2.3106 -0.5874 -0.340
C 4.8536 -1.0315 -0.9098 0.309
O 5.3804 -0.7531 -1.9696 -0.626
C 4.6306 -0.0035 0.2145 -0.624
C 3.4309 0.8610 0.0026 -0.645
C 2.1450 0.0153 0.0082 -0.507
N 0.9288 0.7243 -0.4504 0.031
C 0.3981 1.8365 0.1122 0.069
O 0.8414 2.3685 1.1104 -0.728
C -0.8731 2.3972 -0.5528 0.266
N -1.2478 1.8263 -1.7940 -0.663
C -1.9989 2.2612 0.5009 -1.159
C -2.3140 0.8279 0.8278 0.661
C -1.7692 0.0575 1.8283 -0.969
N -2.2591 -1.2086 1.7582 -0.019
C -3.1169 -1.3497 0.7072 -0.435
C -3.7968 -2.4729 0.2401 -0.929
C -4.5278 -2.3087 -0.9060 -0.388
C -4.6320 -1.0637 -1.5471 -0.791
C -3.9693 0.0498 -1.0640 -0.010
C -3.2220 -0.0728 0.1050 0.746
C 1.9638 -0.6611 1.4009 0.444
O 2.2266 -1.8262 1.5785 -0.663
O 1.5597 0.1181 2.3909 -0.553
H 3.8729 -2.4673 0.2229 0.242
H 4.4286 -3.0217 -1.3262 0.233
H 4.5587 -0.5066 1.1872 0.388
H 5.5226 0.6680 0.2588 0.365
H 3.3000 1.6515 0.7468 0.358
H 3.5178 1.3496 -0.9894 0.459
H 2.2427 -0.8055 -0.6840 0.566
H 0.4458 0.3736 -1.2406 0.368
H -0.6605 3.4525 -0.6368 0.373
H -1.6516 0.8915 -1.7195 0.206
H -0.6171 1.9080 -2.6003 0.299
H -1.6830 2.7725 1.4274 0.528
H -2.9030 2.7770 0.1615 0.308
H -1.0274 0.2973 2.5690 0.557
H -1.8619 -2.0497 2.2169 0.305
H -3.6882 -3.4162 0.7432 0.398
H -4.9983 -3.1739 -1.3291 0.392
H -5.2064 -1.0291 -2.4895 0.347
H -4.0495 1.0189 -1.5836 0.412
H 1.3780 1.0286 2.0608 0.420


23
Properties=species:S:1:pos:R:3:mulliken_charge:R:1 method="wB97M-V/def2-TZVPD" e_lumo_ev="-5.27 / -8.40" spin_multiplicity=2 homo_lumo_gap_ev="8.584 / 5.447" homo_energy_ev="-13.849 / -13.849" total_charge=+1 molar_mass_g_mol=142.15 e_above_lowest_kj_mol=0.00
C -0.3360 2.1788 1.6186 -0.688
C 0.3243 1.8672 0.4980 1.013
O 1.4339 2.5706 0.1812 -0.411
C -0.0107 0.7471 -0.4157 0.233
C 0.5369 0.6880 -1.6641 -0.693
H 0.2267 2.7080 2.2841 0.357
H -1.4592 1.8900 1.7709 0.276
H 2.2110 2.0469 -0.0697 0.322
H -0.8771 -0.0839 -0.3280 -0.137
H 1.4093 1.3283 -1.9651 0.327
H 0.3236 -0.1374 -2.3965 0.375
H -0.9846 -3.3193 0.7929 0.331
H 0.0628 -3.5484 1.8520 0.298
O -0.4283 -4.0139 1.1598 -0.617
H -2.6175 -1.0480 1.3131 0.282
H -2.9657 -2.5467 1.5974 0.321
O -2.5826 -1.9499 0.9738 -0.613
H -2.6283 -1.4687 -2.3661 0.322
H -1.9715 -0.0667 -2.4542 0.296
O -2.3322 -0.8055 -2.9130 -0.610
H 3.7825 0.4176 1.3540 0.334
H 4.0211 -0.3022 0.0897 0.341
O 3.7068 0.6043 0.3861 -0.657


14
Properties=species:S:1:pos:R:3:mulliken_charge:R:1 method="wB97M-V/def2-TZVPD" e_lumo_ev=0.66 homo_lumo_gap_ev=9.598 homo_energy_ev=-8.933 molar_mass_g_mol=104.17 e_above_lowest_kj_mol=167.98
C 1.3261 0.8076 0.7802 -1.142
C 0.3965 0.8045 -0.4409 0.246
C -0.1237 -0.6237 -0.7250 -1.104
C -1.6757 -0.3432 -0.4235 0.155
O -2.0510 -1.0465 0.6899 -0.523
S -1.3654 1.3821 0.0357 -0.235
H 1.0832 -0.1954 1.3418 0.259
H 1.1470 1.8017 1.3204 0.284
H 2.3455 0.6952 0.5410 0.362
H 0.8620 1.5194 -1.1258 0.458
H -0.0654 -1.1972 -1.6966 0.295
H 0.3272 -1.3584 0.0048 0.240
H -2.2893 -0.6134 -1.2084 0.364
H -2.6686 -0.4477 1.2140 0.340


21
Properties=species:S:1:pos:R:3:mulliken_charge:R:1 method="wB97M-V/def2-TZVPD" e_lumo_ev="-4.77 / -4.77" homo_lumo_gap_ev="7.764 / 7.767" homo_energy_ev="-12.534 / -12.534" total_charge=+1 molar_mass_g_mol=143.17 e_above_lowest_kj_mol=539.39
C -0.6695 -2.0052 -1.5748 0.433
C 0.2950 -0.5548 0.1940 0.137
C 1.2922 -1.0802 1.1321 -1.318
C -0.6099 1.6798 -0.8819 -0.929
C -0.4075 1.4477 1.5152 -0.788
N 0.4603 -1.7389 -2.3876 0.171
N 1.2836 -1.0271 -2.0057 -0.164
N -0.6671 -1.3919 -0.2685 -0.182
N 0.1979 0.9002 0.1908 -0.009
O -1.5793 -2.6210 -1.9999 -0.389
H 1.1191 -1.0623 2.2230 0.384
H 2.2900 -0.4616 0.9162 0.291
H 1.3047 -2.1103 1.0122 0.412
H -0.2070 2.7744 -0.6686 0.393
H -0.2355 1.3483 -1.8393 0.375
H -1.6491 1.4376 -0.9414 0.378
H -0.4680 2.5063 1.5898 0.370
H -1.4410 1.1247 1.4869 0.397
H 0.1672 1.0077 2.3059 0.307
H -1.6464 -1.4469 -0.0392 0.271
H 1.1701 1.2736 0.0409 0.463


What did the sixth record say?
21
Properties=species:S:1:pos:R:3:mulliken_charge:R:1 method="wB97M-V/def2-TZVPD" e_lumo_ev="-4.77 / -4.77" homo_lumo_gap_ev="7.764 / 7.767" homo_energy_ev="-12.534 / -12.534" total_charge=+1 molar_mass_g_mol=143.17 e_above_lowest_kj_mol=539.39
C -0.6695 -2.0052 -1.5748 0.433
C 0.2950 -0.5548 0.1940 0.137
C 1.2922 -1.0802 1.1321 -1.318
C -0.6099 1.6798 -0.8819 -0.929
C -0.4075 1.4477 1.5152 -0.788
N 0.4603 -1.7389 -2.3876 0.171
N 1.2836 -1.0271 -2.0057 -0.164
N -0.6671 -1.3919 -0.2685 -0.182
N 0.1979 0.9002 0.1908 -0.009
O -1.5793 -2.6210 -1.9999 -0.389
H 1.1191 -1.0623 2.2230 0.384
H 2.2900 -0.4616 0.9162 0.291
H 1.3047 -2.1103 1.0122 0.412
H -0.2070 2.7744 -0.6686 0.393
H -0.2355 1.3483 -1.8393 0.375
H -1.6491 1.4376 -0.9414 0.378
H -0.4680 2.5063 1.5898 0.370
H -1.4410 1.1247 1.4869 0.397
H 0.1672 1.0077 2.3059 0.307
H -1.6464 -1.4469 -0.0392 0.271
H 1.1701 1.2736 0.0409 0.463


Copy entry 4 word for word.
23
Properties=species:S:1:pos:R:3:mulliken_charge:R:1 method="wB97M-V/def2-TZVPD" e_lumo_ev="-5.27 / -8.40" spin_multiplicity=2 homo_lumo_gap_ev="8.584 / 5.447" homo_energy_ev="-13.849 / -13.849" total_charge=+1 molar_mass_g_mol=142.15 e_above_lowest_kj_mol=0.00
C -0.3360 2.1788 1.6186 -0.688
C 0.3243 1.8672 0.4980 1.013
O 1.4339 2.5706 0.1812 -0.411
C -0.0107 0.7471 -0.4157 0.233
C 0.5369 0.6880 -1.6641 -0.693
H 0.2267 2.7080 2.2841 0.357
H -1.4592 1.8900 1.7709 0.276
H 2.2110 2.0469 -0.0697 0.322
H -0.8771 -0.0839 -0.3280 -0.137
H 1.4093 1.3283 -1.9651 0.327
H 0.3236 -0.1374 -2.3965 0.375
H -0.9846 -3.3193 0.7929 0.331
H 0.0628 -3.5484 1.8520 0.298
O -0.4283 -4.0139 1.1598 -0.617
H -2.6175 -1.0480 1.3131 0.282
H -2.9657 -2.5467 1.5974 0.321
O -2.5826 -1.9499 0.9738 -0.613
H -2.6283 -1.4687 -2.3661 0.322
H -1.9715 -0.0667 -2.4542 0.296
O -2.3322 -0.8055 -2.9130 -0.610
H 3.7825 0.4176 1.3540 0.334
H 4.0211 -0.3022 0.0897 0.341
O 3.7068 0.6043 0.3861 -0.657